No. 1
Molecular formula: C40H45BClF5O6S2
Method: DFT, the ωB97M-V functional and the def2-TZVPD basis

Calculated values
E_tot = -3783.3973 Ha
structure (SMILES) = CCB(O)[C@]1(CCCCS(=O)(=O)Cl)CCCOS1(=O)=O.Fc1ccccc1.Fc1ccccc1.Fc1ccccc1.Fc1ccccc1.Fc1ccccc1

Each line ends with the Mulliken charge.
Geometry (Å):
C (4.742, -2.501, -1.323)  -1.44
C (3.422, -2.844, -0.565)  0.23
B (2.291, -1.906, -1.078)  0.15
O (1.678, -2.236, -2.281)  -0.74
C (1.704, -0.606, -0.335)  1.86
C (0.404, -0.896, 0.440)  -1.54
C (-0.602, -1.716, -0.370)  -0.71
C (-2.003, -1.508, 0.218)  -0.96
C (-2.734, -0.355, -0.472)  -0.55
S (-3.829, -0.838, -1.804)  1.16
O (-3.113, -0.994, -3.019)  -0.55
O (-4.870, 0.127, -1.869)  -0.59
Cl (-4.658, -2.644, -1.334)  -0.34
C (1.346, 0.444, -1.424)  -1.73
C (2.536, 1.004, -2.187)  -0.48
C (3.805, 1.120, -1.369)  -0.54
O (3.570, 1.417, 0.018)  -0.37
S (2.823, 0.246, 0.806)  1.42
O (3.762, -0.638, 1.411)  -0.77
O (2.017, 0.923, 1.770)  -0.61
H (5.147, -3.407, -1.757)  0.32
H (4.543, -1.824, -2.151)  0.31
H (5.489, -2.066, -0.671)  0.35
H (3.538, -2.867, 0.509)  -0.08
H (3.144, -3.848, -0.869)  0.45
H (2.166, -1.869, -3.035)  0.39
H (0.624, -1.432, 1.358)  0.35
H (-0.044, 0.061, 0.684)  0.38
H (-0.655, -1.422, -1.411)  0.47
H (-0.335, -2.768, -0.355)  0.32
H (-2.572, -2.427, 0.166)  0.65
H (-1.950, -1.224, 1.263)  0.19
H (-3.354, 0.165, 0.245)  0.48
H (-2.037, 0.344, -0.922)  0.23
H (0.610, 0.061, -2.115)  0.32
H (0.873, 1.262, -0.881)  0.61
H (2.250, 1.993, -2.526)  0.32
H (2.774, 0.429, -3.080)  0.28
H (4.432, 1.907, -1.761)  0.48
H (4.366, 0.189, -1.413)  0.14
F (1.602, 6.773, 4.852)  -0.33
C (1.765, 6.097, 3.697)  0.42
C (1.872, 4.720, 3.734)  -0.79
C (2.036, 4.028, 2.544)  -0.09
C (2.098, 4.719, 1.343)  -0.63
C (1.990, 6.102, 1.325)  -0.45
C (1.819, 6.802, 2.511)  -0.58
H (1.827, 4.203, 4.684)  0.50
H (2.114, 2.949, 2.538)  0.53
H (2.231, 4.169, 0.419)  0.56
H (2.043, 6.641, 0.390)  0.44
H (1.726, 7.880, 2.523)  0.43
F (0.700, 3.690, -3.206)  -0.12
C (0.469, 5.022, -3.172)  0.23
C (0.741, 5.716, -2.011)  0.26
C (0.505, 7.082, -1.979)  -0.17
C (-0.003, 7.728, -3.097)  -0.70
C (-0.273, 7.008, -4.253)  -0.40
C (-0.032, 5.643, -4.296)  -0.60
H (1.128, 5.188, -1.151)  0.01
H (0.716, 7.644, -1.080)  0.37
H (-0.190, 8.793, -3.067)  0.37
H (-0.673, 7.509, -5.123)  0.36
H (-0.229, 5.064, -5.189)  0.43
F (-7.778, -4.902, -7.655)  -0.32
C (-7.281, -4.614, -6.435)  0.26
C (-7.248, -5.605, -5.475)  -0.42
C (-6.732, -5.305, -4.223)  -0.46
C (-6.267, -4.027, -3.947)  0.22
C (-6.314, -3.044, -4.926)  -0.22
C (-6.820, -3.337, -6.184)  -0.44
H (-7.621, -6.593, -5.710)  0.41
H (-6.692, -6.073, -3.462)  0.37
H (-5.866, -3.785, -2.971)  -0.10
H (-5.954, -2.047, -4.710)  0.38
H (-6.858, -2.589, -6.963)  0.42
F (-2.111, 0.515, 3.387)  -0.20
C (-1.582, 0.820, 4.592)  0.54
C (-0.326, 0.341, 4.895)  -0.24
C (0.232, 0.660, 6.123)  -0.46
C (-0.476, 1.440, 7.028)  -0.64
C (-1.742, 1.906, 6.702)  -0.39
C (-2.303, 1.600, 5.471)  -0.62
H (0.203, -0.269, 4.174)  0.41
H (1.220, 0.298, 6.374)  0.39
H (-0.040, 1.684, 7.987)  0.39
H (-2.296, 2.511, 7.407)  0.38
H (-3.284, 1.961, 5.192)  0.43
F (1.342, -4.376, 0.716)  -0.07
C (1.783, -5.091, 1.774)  0.33
C (1.568, -6.454, 1.798)  -0.70
C (2.027, -7.182, 2.885)  -0.40
C (2.681, -6.542, 3.928)  -0.54
C (2.883, -5.170, 3.884)  -0.61
C (2.435, -4.433, 2.797)  -0.02
H (1.050, -6.931, 0.977)  0.41
H (1.873, -8.252, 2.916)  0.37
H (3.035, -7.114, 4.775)  0.38
H (3.389, -4.669, 4.697)  0.38
H (2.589, -3.363, 2.740)  0.48

---

No. 2
Molecular formula: C4H33O15
Method: DFT, the ωB97M-V functional and the def2-TZVPD basis

Calculated values
E_tot = -1300.7880 Ha
charge = -1

Each line ends with the Mulliken charge.
Geometry (Å):
O (-0.100, -0.312, -1.584)  -0.61
C (-0.173, 0.476, -0.534)  -0.09
O (-1.064, 1.407, -0.342)  -1.00
C (0.736, 0.270, 0.633)  2.22
C (2.077, 1.052, 0.481)  -0.29
C (2.555, 1.390, 1.867)  -0.78
H (0.644, -0.812, 0.616)  -0.24
H (0.188, 0.747, 1.586)  -1.20
H (1.874, 1.879, -0.167)  0.53
H (2.909, 0.419, -0.099)  -0.09
H (1.475, 1.919, 2.188)  0.10
H (2.760, 0.553, 2.559)  0.31
H (3.249, 2.329, 1.974)  0.28
H (-1.729, 1.565, 1.107)  0.43
H (-2.709, 2.528, 1.758)  0.34
O (-1.966, 1.952, 1.934)  -0.69
H (-0.210, 2.980, 1.743)  0.38
H (0.452, 3.573, 0.381)  0.35
O (0.168, 3.733, 1.310)  -0.69
H (-1.187, 0.893, 3.132)  0.36
H (-1.669, -0.206, 4.069)  0.26
O (-0.897, 0.053, 3.549)  -0.63
H (3.355, -2.257, -0.078)  0.23
H (3.881, -1.728, 1.297)  0.23
O (3.210, -2.103, 0.792)  -0.59
H (0.980, -1.300, -2.593)  0.66
H (1.607, -2.810, -2.633)  0.30
O (1.578, -1.912, -3.078)  -0.84
H (-1.803, 3.758, 0.106)  0.39
H (-2.601, 2.947, -0.948)  0.41
O (-2.675, 3.654, -0.314)  -0.71
H (-0.318, -2.460, -0.481)  0.14
H (-0.797, -2.124, -1.899)  0.45
O (-0.101, -2.728, -1.453)  -0.73
H (-0.709, 0.932, -3.005)  0.39
H (-1.311, 1.661, -1.982)  0.18
O (-1.289, 1.632, -2.965)  -0.88
H (4.064, -0.239, -2.069)  0.26
H (3.260, -1.495, -2.314)  0.36
O (3.790, -1.019, -1.603)  -0.69
H (-3.587, -1.781, -1.792)  0.31
H (-2.552, -1.187, -2.955)  0.32
O (-3.147, -1.999, -2.608)  -0.66
H (0.976, -3.600, 1.899)  0.29
H (2.101, -2.675, 1.957)  0.39
O (1.462, -3.099, 2.509)  -0.62
H (-3.756, 1.017, -1.811)  0.27
H (-2.595, 0.820, -2.859)  0.58
O (-3.450, 0.571, -2.653)  -0.71
H (-2.478, -2.693, 2.533)  0.29
H (-1.959, -3.008, 1.070)  0.32
O (-2.517, -3.164, 1.768)  -0.61